{
  "formula": "C4H14O3",
  "method": "ωB97M-V with the def2-TZVPD basis set",
  "orbital_gap_ev": 9.71,
  "total_charge": 0,
  "energy_ev": -10515.640,
  "species": ["C", "C", "C", "C", "H", "H", "H", "H", "H", "H", "H", "H", "O", "H", "H", "O", "H", "H", "O", "H", "H"],
  "coordinates": [[-2.319, -0.746, -0.748], [-1.730, 0.416, -0.529], [-0.437, 0.660, 0.262], [-0.301, 2.055, 0.777], [-3.042, -0.912, -1.508], [-2.230, -1.487, -0.043], [-1.962, 1.246, -1.172], [-0.295, -0.074, 0.975], [0.251, 0.501, -0.532], [-0.064, 2.817, -0.023], [-1.128, 2.523, 1.375], [0.558, 2.053, 1.513], [0.021, -3.015, 0.918], [0.406, -2.469, 0.218], [0.065, -2.164, 1.443], [1.935, 1.521, -2.533], [2.833, 1.469, -2.288], [1.851, 1.286, -3.422], [1.577, -0.804, 1.696], [1.278, -0.820, 2.610], [1.935, 0.107, 1.629]]
}

{
  "formula": "C5H5N3",
  "method": "ωB97M-V with the def2-TZVPD basis set",
  "orbital_gap_ev": 9.36,
  "total_charge": 0,
  "energy_ev": -9734.074,
  "species": ["C", "N", "C", "C", "N", "C", "C", "N", "H", "H", "H", "H", "H"],
  "coordinates": [[1.145, 1.160, -0.043], [2.037, 0.194, 0.182], [1.531, -1.090, 0.001], [-0.065, -0.819, -0.223], [-1.335, -1.295, 0.044], [-2.131, -0.148, 0.107], [-1.415, 1.008, 0.075], [-0.143, 0.581, -0.240], [1.363, 2.195, -0.006], [1.948, -1.647, -0.914], [1.784, -1.874, 0.932], [-3.156, -0.279, -0.033], [-1.564, 2.015, 0.119]]
}